[1]
{"formula": "C37H40AuN6OSSb2", "method": "ωB97M-V with the def2-TZVPD basis set", "species": ["Au", "N", "C", "N", "C", "N", "N", "C", "N", "C", "C", "C", "C", "C", "N", "H", "H", "H", "H", "H", "H", "H", "H", "C", "C", "C", "Sb", "C", "C", "C", "C", "C", "C", "C", "C", "C", "C", "C", "C", "Sb", "C", "C", "C", "C", "C", "C", "C", "C", "C", "C", "C", "C", "H", "H", "H", "H", "H", "H", "H", "H", "H", "H", "H", "H", "H", "H", "H", "H", "H", "H", "H", "H", "H", "H", "H", "H", "H", "H", "C", "S", "C", "O", "H", "H", "H", "H", "H", "H"], "coordinates": [[-1.44387, -0.25202, -2.32826], [-2.24507, -3.98477, -1.80668], [-3.34744, -3.23354, -1.55432], [-4.43503, -3.85908, -1.15164], [-5.49990, -3.07488, -0.93716], [-6.63025, -3.64329, -0.54715], [-5.50028, -1.72551, -1.09618], [-4.35158, -1.22049, -1.46470], [-3.22929, -1.89549, -1.71075], [-4.30994, 0.27402, -1.60361], [-5.46915, 1.00903, -1.41709], [-5.43373, 2.38800, -1.54416], [-4.22894, 3.00235, -1.84566], [-3.10766, 2.21511, -2.01246], [-3.14394, 0.87799, -1.89948], [-2.39930, -4.98023, -1.86136], [-1.56661, -3.59358, -2.43718], [-6.67681, -4.64306, -0.44156], [-7.45304, -3.08282, -0.40500], [-6.38078, 0.48002, -1.18558], [-6.33439, 2.97199, -1.41073], [-4.14951, 4.07450, -1.95761], [-2.14788, 2.65185, -2.24878], [1.07403, -2.57378, -0.25331], [0.63251, -2.89790, 1.16185], [-0.50241, -2.03015, 1.70776], [0.50027, -0.18269, 2.02023], [1.71159, -0.51299, 3.68147], [3.08254, -0.27421, 3.63458], [3.85120, -0.50127, 4.76696], [3.25296, -0.96326, 5.93103], [1.88425, -1.19826, 5.97495], [1.10552, -0.97254, 4.85059], [-0.78053, 1.40937, 2.41927], [-1.68984, 1.83438, 1.45399], [-2.49106, 2.93352, 1.71460], [-2.37461, 3.61016, 2.92331], [-1.46110, 3.18860, 3.87769], [-0.65033, 2.09003, 3.62591], [1.44950, -0.42189, -0.63713], [3.54860, -0.41120, -0.42510], [4.18279, -1.37591, 0.35933], [5.55783, -1.33151, 0.52960], [6.30304, -0.34078, -0.09809], [5.67648, 0.60531, -0.89725], [4.29905, 0.57506, -1.06266], [1.29961, 1.73449, -0.75261], [1.89360, 2.39117, 0.31599], [1.88227, 3.77824, 0.31647], [1.29967, 4.48254, -0.73001], [0.73541, 3.80421, -1.79810], [0.73062, 2.41166, -1.81544], [0.34917, -2.87778, -1.00444], [2.06274, -2.95190, -0.50985], [1.48855, -2.86620, 1.84307], [0.32664, -3.94897, 1.11546], [-0.90742, -2.42348, 2.63776], [-1.31632, -1.90725, 0.98997], [3.55835, 0.08332, 2.72804], [4.91652, -0.31552, 4.74300], [3.85542, -1.13922, 6.81195], [1.42416, -1.55542, 6.88615], [0.03694, -1.15122, 4.90051], [-1.78776, 1.30652, 0.51028], [-3.20916, 3.26707, 0.97779], [-2.99870, 4.47131, 3.12092], [-1.37829, 3.71307, 4.81985], [0.06810, 1.77227, 4.37244], [3.62369, -2.15815, 0.86034], [6.04769, -2.07104, 1.14878], [7.37645, -0.31080, 0.03198], [6.26027, 1.36845, -1.39400], [3.82634, 1.32608, -1.68453], [2.38949, 1.86095, 1.12094], [2.34063, 4.30807, 1.14113], [1.30133, 5.56395, -0.71438], [0.30889, 4.35460, -2.62687], [0.29587, 1.87867, -2.65176], [0.48792, 0.01216, -5.40644], [0.58908, -1.48649, -4.45031], [2.32813, -1.83325, -4.59348], [0.45477, -1.03514, -2.94946], [1.18497, 0.74949, -5.00981], [-0.54030, 0.36770, -5.36333], [0.73654, -0.24168, -6.43831], [2.52210, -2.12055, -5.62777], [2.55321, -2.67611, -3.94275], [2.90501, -0.95003, -4.32160]], "homo_energy_ev": -16.15, "gap_ev": 6.86, "de_lowest_kcal_mol": 9.5, "charge": 3, "e_lumo_ev": -9.30}


[2]
{"formula": "C37H40Br2MnN4OP2S2", "method": "ωB97M-V with the def2-TZVPD basis set", "species": ["Mn", "C", "P", "C", "C", "C", "C", "C", "C", "C", "P", "C", "C", "H", "H", "H", "H", "H", "H", "H", "H", "H", "H", "H", "H", "H", "H", "H", "H", "Br", "C", "C", "C", "Br", "C", "C", "C", "C", "N", "C", "C", "O", "H", "H", "H", "H", "C", "C", "C", "C", "C", "C", "C", "C", "S", "C", "N", "C", "C", "C", "C", "C", "C", "C", "C", "H", "H", "H", "H", "H", "H", "H", "H", "H", "H", "H", "H", "H", "H", "H", "H", "N", "C", "N", "S", "H", "H", "H", "H"], "coordinates": [[0.88278, -0.42009, -0.45299], [3.02698, -1.25689, 2.86431], [2.71828, -0.15299, 1.42671], [2.76228, 1.47641, 2.29541], [4.36218, -0.07379, 0.63461], [5.54728, -0.28709, 1.32911], [6.76298, -0.24699, 0.67401], [6.80468, 0.00891, -0.68859], [5.63198, 0.21951, -1.39129], [4.40228, 0.18231, -0.74139], [2.81448, 0.35291, -1.64929], [2.84338, 2.14291, -2.07199], [3.24108, -0.36999, -3.27959], [3.79668, -0.86379, 3.52761], [3.31618, -2.23609, 2.48561], [2.09798, -1.36589, 3.42521], [3.73398, 1.61561, 2.77241], [1.98088, 1.50701, 3.05601], [2.59238, 2.27641, 1.57321], [5.53028, -0.48229, 2.39061], [7.67518, -0.41669, 1.22771], [7.75438, 0.04911, -1.20049], [5.67598, 0.41401, -2.45369], [3.83888, 2.42261, -2.41939], [2.57848, 2.73421, -1.19619], [2.11628, 2.31271, -2.86839], [3.83438, 0.32591, -3.87039], [2.31398, -0.57289, -3.81359], [3.76528, -1.31079, -3.12449], [-0.30122, 3.91631, 1.22241], [-0.59752, 2.22971, 2.06741], [-1.21552, 2.16451, 3.29931], [-1.41122, 0.92931, 3.88631], [-2.28932, 0.87481, 5.58611], [-0.97482, -0.26209, 3.27371], [-1.11922, -1.54469, 3.83141], [-0.65032, -2.64669, 3.12591], [-0.04452, -2.46649, 1.90041], [0.12348, -1.25869, 1.34831], [-0.33952, -0.16299, 2.00471], [-0.16312, 1.09401, 1.35821], [0.35548, 1.21601, 0.17761], [-1.54502, 3.06521, 3.79301], [-1.58232, -1.65599, 4.79921], [-0.74962, -3.63919, 3.53661], [0.34528, -3.29759, 1.32861], [-5.55012, 2.69121, -1.08449], [-4.92692, 1.91331, 0.08231], [-3.88832, 2.81341, 0.75371], [-6.00502, 1.58551, 1.12291], [-4.33262, 0.61131, -0.43979], [-5.17292, -0.33399, -1.04109], [-4.69082, -1.54029, -1.51999], [-3.34002, -1.80229, -1.42199], [-2.45382, -3.20049, -1.96519], [-0.97292, -2.41929, -1.41759], [-1.14752, -1.22479, -0.87709], [-2.45692, -0.86329, -0.84669], [-2.98142, 0.33191, -0.34529], [0.31248, -3.02699, -1.49409], [0.48418, -4.34789, -1.92259], [1.73148, -4.93119, -1.87309], [2.80938, -4.20229, -1.39429], [2.64198, -2.87999, -1.00199], [1.40718, -2.23969, -1.04249], [-6.04532, 3.58621, -0.71699], [-6.28432, 2.09281, -1.61449], [-4.78382, 2.99951, -1.79439], [-4.36562, 3.72541, 1.10571], [-3.10202, 3.10121, 0.05891], [-3.44132, 2.31501, 1.61051], [-6.41782, 2.49901, 1.54411], [-5.57452, 1.00081, 1.93211], [-6.81982, 1.01581, 0.68751], [-6.22872, -0.13469, -1.13539], [-5.35772, -2.25939, -1.97109], [-2.30032, 1.02021, 0.12081], [-0.36882, -4.90419, -2.28569], [1.86508, -5.95319, -2.19289], [3.78478, -4.66169, -1.33119], [3.50988, -2.33549, -0.64009], [-2.34312, 1.26601, -3.27209], [-1.15282, 1.43321, -2.67219], [-0.91832, 2.54051, -1.95899], [0.07188, 0.31961, -2.97139], [-3.15252, 1.79671, -2.99529], [-2.48482, 0.40981, -3.78249], [-1.68082, 3.13331, -1.66389], [-0.11892, 2.51971, -1.33279]], "homo_energy_ev": [-4.30, -6.83], "gap_ev": [4.14, 6.55], "de_lowest_kcal_mol": 37.8, "spin_multiplicity": 6, "e_lumo_ev": [-0.16, -0.28]}


[3]
{"formula": "C37H40BrCl3GeIN7NaOS3", "method": "ωB97M-V with the def2-TZVPD basis set", "species": ["Na", "C", "C", "C", "C", "N", "C", "C", "C", "C", "C", "C", "N", "H", "H", "H", "H", "H", "H", "H", "H", "S", "C", "C", "N", "C", "S", "C", "N", "C", "C", "N", "C", "C", "N", "C", "C", "H", "H", "H", "H", "H", "H", "H", "H", "H", "H", "H", "H", "H", "C", "C", "C", "N", "H", "H", "H", "H", "H", "Cl", "Ge", "Cl", "Cl", "C", "C", "C", "C", "C", "C", "C", "S", "C", "O", "H", "H", "H", "H", "H", "H", "H", "H", "H", "H", "Br", "C", "C", "C", "C", "C", "C", "I", "H", "H", "H", "H"], "coordinates": [[0.24822, -0.60705, 0.26516], [3.00413, 0.13438, 3.97349], [4.26140, -0.06984, 3.43328], [4.40237, -0.10915, 2.05759], [3.27772, 0.05130, 1.25266], [2.06135, 0.21312, 1.77937], [1.93679, 0.26796, 3.10002], [3.38094, 0.07697, -0.23804], [4.60861, 0.20283, -0.88297], [4.64497, 0.26531, -2.26369], [3.45588, 0.22711, -2.97004], [2.28177, 0.11762, -2.24622], [2.23867, 0.02343, -0.92427], [2.84625, 0.20199, 5.04059], [5.12686, -0.18415, 4.07257], [5.37882, -0.25942, 1.62270], [0.93422, 0.44184, 3.47580], [5.52332, 0.30202, -0.31952], [5.59081, 0.37790, -2.77702], [3.42921, 0.29416, -4.04882], [1.32169, 0.11069, -2.75075], [-1.42095, 0.91684, 1.99537], [-3.09148, 0.95995, 1.92562], [-3.76517, 1.75169, 2.91939], [-4.28854, 2.38809, 3.72144], [-3.90473, 0.32944, 0.94786], [-3.33760, -0.67430, -0.26888], [-5.31267, 0.61621, 0.97208], [-6.44122, 0.83811, 0.93862], [-0.75530, 4.19736, -3.18112], [-0.12769, 2.85875, -2.73809], [-1.14316, 1.97522, -2.18263], [-2.20295, 1.77220, -3.15599], [-2.96197, 3.10180, -3.39953], [-2.18510, 4.18709, -2.71347], [-2.23168, 3.97730, -1.22311], [-1.70779, 2.55307, -0.96548], [-0.78296, 4.32946, -4.26302], [-0.26355, 5.04841, -2.71038], [0.63986, 3.04214, -1.99058], [0.35955, 2.37039, -3.58252], [-2.89282, 1.01345, -2.78575], [-1.76009, 1.40998, -4.08448], [-3.95411, 3.09957, -2.95022], [-3.04680, 3.36703, -4.45251], [-2.60402, 5.08839, -2.92792], [-3.26462, 4.11991, -0.90740], [-1.59111, 4.73885, -0.77756], [-2.50314, 1.89500, -0.62411], [-0.94281, 2.58053, -0.19306], [1.95183, -6.17377, 1.37519], [2.87454, -4.96888, 1.56084], [2.20187, -3.71921, 1.21664], [1.65812, -2.74816, 0.94193], [2.48814, -7.08948, 1.61792], [1.59920, -6.24118, 0.34676], [1.08698, -6.09482, 2.02942], [3.76974, -5.05111, 0.94176], [3.20452, -4.88774, 2.59873], [0.70273, 5.52336, -0.08739], [1.62733, 3.44330, 0.48071], [2.98416, 4.09757, 2.14767], [3.20083, 3.46486, -1.21768], [4.38888, -4.06510, -5.06813], [3.07326, -3.59326, -4.51611], [2.09831, -3.04999, -5.34598], [0.89737, -2.58756, -4.82424], [0.66983, -2.68430, -3.46242], [1.62681, -3.21917, -2.61283], [2.81845, -3.67287, -3.14681], [-0.82658, -2.00015, -2.76318], [-1.83766, -3.48457, -2.78476], [-0.52945, -1.77383, -1.32386], [4.44204, -3.92183, -6.14596], [4.54221, -5.12523, -4.86062], [5.21693, -3.52041, -4.61221], [2.28495, -2.97479, -6.40978], [0.15229, -2.14185, -5.47294], [1.44179, -3.22783, -1.54590], [3.58116, -4.07599, -2.49078], [-1.33823, -4.24710, -2.18908], [-1.97826, -3.81765, -3.81181], [-2.79209, -3.21575, -2.33436], [-2.22344, -6.34833, 2.92712], [-0.91652, -5.25766, 3.75186], [-0.13751, -5.83232, 4.74991], [0.85688, -5.09140, 5.36419], [1.06856, -3.77199, 4.98476], [0.28271, -3.20160, 3.99858], [-0.71853, -3.93660, 3.36686], [-1.83595, -2.98211, 1.88755], [-0.31616, -6.86004, 5.03356], [1.45877, -5.54346, 6.14077], [1.83810, -3.17836, 5.46035], [0.45139, -2.17490, 3.70107]], "homo_energy_ev": [-7.24, -7.48], "gap_ev": [6.88, 5.95], "de_lowest_kcal_mol": 8.4, "spin_multiplicity": 2, "e_lumo_ev": [-0.36, -1.53]}